(1)
Formula: C5H9NS
Source: the OMol25 dataset
Level of theory: ωB97M-V with the def2-TZVPD basis set

Summary:
- Orbital gap: 0.3299 Ha
- SMILES: C[C@@]12CNC[C@@H]1S2
- LUMO: 0.8 eV
- Relative energy (zero: lowest compared OMol25 entry of this formula, charge and spin): 348.9 kJ/mol
- Calculated total energy: -17652.5771 eV
- Max |F|: 4.56 eV Å⁻¹

Last columns: bonded neighbours and bond lengths (Å).
Cartesian coordinates (Å):
1 C 0.375 -0.762 1.750  C2 1.508, H6 1.054, H7 1.126, H8 1.209
2 C 0.498 0.300 0.687  C1 1.508, C3 1.561, C5 1.532, S16 1.782
3 C 1.023 -0.436 -0.585  C2 1.561, H9 1.156, H10 1.085, N15 1.498
4 C -0.882 0.812 -1.453  C5 1.688, H12 1.228, H13 1.180, N15 1.482
5 C -0.593 1.235 0.156  C2 1.532, C4 1.688, H14 1.241, S16 1.783
6 H -0.144 -0.473 2.621  C1 1.054
7 H 1.249 -1.171 2.330  C1 1.126
8 H -0.131 -1.744 1.258  C1 1.209
9 H 1.312 -1.551 -0.472  C3 1.156
10 H 1.861 0.102 -1.019  C3 1.085
11 H -0.710 -1.454 -1.599  N15 1.160
12 H -0.995 1.717 -2.275  C4 1.228
13 H -1.925 0.280 -1.309  C4 1.180
14 H -1.679 1.561 0.662  C5 1.241
15 N -0.120 -0.456 -1.553  C3 1.498, C4 1.482, H11 1.160
16 S 0.861 2.041 0.801  C2 1.782, C5 1.783

Atomic partial charges in e from the natural (NBO) method, atoms 1 to 5:
1 C -0.615
2 C -0.210
3 C -0.222
4 C -0.244
5 C -0.343

=====

(2)
Formula: C2H4S3
Source: the OMol25 dataset
Level of theory: ωB97M-V with the def2-TZVPD basis set

Summary:
- Orbital gap: 0.3079 Ha
- LUMO: -0.2 eV
- Relative energy (zero: lowest compared OMol25 entry of this formula, charge and spin): 317.4 kJ/mol
- Calculated total energy: -34640.9367 eV
- Max |F|: 4.76 eV Å⁻¹

Last columns: bonded neighbours and bond lengths (Å).
Cartesian coordinates (Å):
1 C 1.347 1.224 -0.152  S3 1.848, S4 1.800, S5 1.721
2 C -0.567 0.152 -0.535  H6 1.010, H7 1.054, H8 1.035
3 S 0.853 2.947 0.297  C1 1.848, S4 2.105
4 S 1.593 2.309 -1.567  C1 1.800, S3 2.105
5 S 2.652 0.337 0.534  C1 1.721, H9 1.454
6 H -0.636 0.834 -1.277  C2 1.010
7 H -1.214 0.329 0.278  C2 1.054
8 H -0.374 -0.865 -0.560  C2 1.035
9 H 1.905 -0.017 1.730  S5 1.454

Atomic partial charges in e from the natural (NBO) method, atoms 1 to 5:
1 C -0.563
2 C -0.458
3 S 0.088
4 S 0.127
5 S 0.084

=====

> Which formula does entry 2 have?

C2H4S3

=====

> Which of these has the lowest calculated total energy?

C2H4S3